## i
# C25H28N4O3

A molecular structure, C25H28N4O3 (wB97M-V/def2-TZVPD, the Open Molecules 2025 dataset).

## Properties
LUMO energy = 0.5 eV
highest occupied orbital energy = -0.29840 hartree
HOMO-LUMO gap = 8.58 eV
charge = 0

Cartesian coordinates (Å):
C 6.2729 2.6702 0.3738
H 6.7946 2.2381 1.1958
H 6.0666 3.7810 0.4654
H 7.0538 2.6643 -0.4975
C 5.0469 1.6712 -0.3323
N 5.2813 0.3579 -0.2967
C 4.9567 -0.6519 0.7042
O 5.3523 -1.6655 0.2420
C 4.2296 -0.1068 1.7179
O 3.0748 0.4506 1.5883
C 1.9414 -0.0390 1.1170
C 1.9742 -1.4707 0.5985
C 0.9733 -2.3924 0.1098
C -0.2525 -1.4664 0.1603
C -0.3428 -0.2266 0.3844
C 0.7098 0.4034 1.1180
H 0.7709 1.3061 1.3529
H -1.3108 0.2556 0.5110
C -1.3708 -2.1085 -0.4538
N -2.4856 -1.3940 -0.5356
N -3.6724 -1.8599 -1.2528
C -4.7784 -0.8882 -1.2042
O -5.7306 -1.2576 -1.7333
C -4.4083 0.4956 -0.8864
C -3.3452 1.2576 -2.0190
C -3.0298 2.4628 -1.6183
C -3.8807 2.9812 -0.7227
C -4.8424 2.6986 -0.0208
C -5.1926 1.1363 -0.0338
N -6.0475 0.5016 0.7078
C -7.3039 1.1538 0.8873
C -7.9957 0.1266 1.6147
C -7.0538 -0.8912 1.9770
C -5.9644 -0.7935 1.2378
H -5.0583 -1.2848 1.2028
H -7.2357 -1.5971 2.5924
H -8.9292 0.2618 1.9626
H -7.6507 1.9937 0.7899
H -5.4886 3.1372 0.7394
H -3.8354 4.3523 -0.4941
H -2.2522 2.8512 -2.0113
H -2.8905 0.5933 -2.2407
H -3.9081 -2.8768 -1.3581
C -1.5103 -3.8514 -0.5463
H -2.5739 -4.0553 -0.7130
H -0.8088 -4.2479 0.2582
H -0.8412 -4.0817 -1.4417
H 1.1830 -3.3847 -0.0518
H 3.0361 -2.0177 0.6411
H 4.7426 0.6539 2.4374
H 4.1889 -0.9952 2.3617
C 6.1027 0.0930 -1.5891
C 7.7390 -0.1666 -1.3508
H 8.1161 0.5663 -0.7501
H 8.1677 -0.5908 -2.0544
H 7.6765 -0.9436 -0.3251
H 5.5967 -0.9270 -1.9931
H 5.8925 0.8481 -2.2267
H 4.6985 2.3301 -1.1215
H 4.3517 1.9391 0.8252

---

## ii
# C25H28N4O3

4 unconnected molecules or ions with the total composition C25H28N4O3 (wB97M-V/def2-TZVPD, the Open Molecules 2025 dataset).

## Properties
LUMO energy = 0.0 eV
SMILES string = Cc1cccc(C[C@@H]2C[C@@H](N=C=O)OC2=O)c1.c1cc[nH]c1.c1cc[nH]c1.c1cc[nH]c1
highest occupied orbital energy = -0.30343 hartree
HOMO-LUMO gap = 8.26 eV
charge = 0

Cartesian coordinates (Å):
C 0.4233 2.5630 1.3003
C -0.7884 1.7054 1.6393
C -1.8695 2.1884 2.3709
C -2.9178 1.3272 2.5970
C -2.9490 0.0140 2.1703
C -1.8604 -0.4738 1.4672
C -1.7656 -1.9246 0.9662
C -0.3325 -2.4627 1.2157
C -0.0425 -3.9591 0.9205
C 1.3497 -4.0139 1.6308
N 2.3557 -2.9817 1.2248
C 2.6322 -3.0415 0.0235
O 2.7399 -2.8112 -1.1269
O 0.9599 -3.5590 2.9302
C 0.2228 -2.3852 2.6635
O 0.1501 -1.5456 3.4975
C -0.8048 0.3921 1.2030
H 1.3553 2.0743 1.6237
H 0.4993 2.6808 0.2067
H 0.3679 3.5541 1.7651
H -1.8702 3.2117 2.7408
H -3.7910 1.6838 3.1500
H -3.7901 -0.6511 2.3575
H -1.9001 -1.9133 -0.1278
H -2.5561 -2.5614 1.3841
H 0.2418 -1.9771 0.4173
H 0.0770 -4.2648 -0.1295
H -0.6243 -4.6973 1.4864
H 1.8311 -4.9955 1.6714
H 0.0680 0.0749 0.6290
C 7.6347 -4.5621 2.5333
C 7.2053 -5.4183 1.4854
C 5.8516 -5.2549 1.3555
N 5.4464 -4.3370 2.2865
C 6.5276 -3.9069 3.0044
H 8.6411 -4.4404 2.8985
H 7.8197 -6.0777 0.8946
H 5.1437 -5.7118 0.6838
H 4.4996 -4.0263 2.4209
H 6.4158 -3.1752 3.7865
C -1.1943 2.7567 -3.5129
C 0.0379 3.4173 -3.2569
C 0.9882 2.4487 -3.0724
N 0.3785 1.2307 -3.2023
C -0.9504 1.4102 -3.4760
H -2.1500 3.2181 -3.7033
H 0.2068 4.4810 -3.2136
H 2.0416 2.5192 -2.8591
H 0.8360 0.3424 -3.1113
H -1.6050 0.5670 -3.6184
C -5.7443 4.9095 -2.2939
C -6.2661 5.3437 -3.5422
C -5.2055 5.7408 -4.3119
N -4.0641 5.5675 -3.5764
C -4.3843 5.0568 -2.3475
H -6.3038 4.5314 -1.4543
H -7.3015 5.3615 -3.8402
H -5.1635 6.1311 -5.3148
H -3.1353 5.7815 -3.8900
H -3.6181 4.8445 -1.6205

---

Energies in kJ/mol, measured from the most stable structure: i 2081.2; ii 0.0.